[1]
23
Properties=species:S:1:pos:R:3:forces:R:3:nbo_charge:R:1 method="wB97M-V/def2-TZVPD" de_lowest_ev=7.417 total_charge=+2 total_energy_ev=-9876.142 orbital_gap_ev="8.61 / 9.00" largest_force_ev_per_a=3.57 homo_ev="-18.32 / -18.93"
C -1.874 -0.167 0.238 0.6 -1.0 -1.3 0.626
C -2.353 1.178 0.184 -0.4 1.4 -1.3 -0.803
C 0.486 -0.278 -1.929 -2.4 1.0 0.0 -0.517
C 2.353 -0.988 0.522 -0.6 -2.4 0.6 -0.445
C 1.321 1.233 0.502 1.4 -1.8 -0.5 -0.412
N -2.496 -1.207 0.639 -1.0 1.1 0.5 -0.675
N 0.176 -0.676 -0.579 -1.4 -1.2 1.4 -0.127
N 1.069 -0.208 0.526 -1.1 -1.1 -1.2 -0.231
H -3.450 1.317 0.211 0.3 -0.4 0.7 0.308
H -2.101 1.819 -0.699 0.4 -1.0 0.4 0.319
H -1.797 1.607 1.004 -0.3 0.8 0.7 0.289
H -0.421 -0.418 -2.594 0.8 0.1 1.0 0.284
H 1.177 -0.955 -2.328 1.4 -1.3 -0.4 0.281
H 0.841 0.717 -2.054 0.3 0.9 -0.1 0.224
H 2.868 -0.934 1.514 -0.6 0.2 -0.9 0.279
H 2.023 -2.045 0.312 0.6 0.9 0.5 0.256
H 3.009 -0.712 -0.280 0.2 0.6 -0.3 0.254
H 1.795 1.364 1.388 1.9 0.9 2.7 0.245
H 2.003 1.505 -0.282 -0.2 0.2 -0.5 0.259
H 0.436 1.695 0.630 -2.9 2.0 -0.5 0.214
H -3.489 -1.202 1.009 1.2 0.4 -0.6 0.473
H -2.058 -2.089 0.739 0.8 -1.2 -0.2 0.453
H 0.477 -0.555 1.330 1.2 0.9 -0.6 0.447

[2]
23
Properties=species:S:1:pos:R:3:forces:R:3:nbo_charge:R:1 method="wB97M-V/def2-TZVPD" de_lowest_ev=1.523 total_charge=+2 total_energy_ev=-9882.036 orbital_gap_ev=10.13 largest_force_ev_per_a=1.23 smiles="C[C@@H]([NH3+])C/C(N)=C/[NH3+]" homo_ev=-16.66
C -2.632 0.869 -0.378 0.0 -0.1 0.1 -0.644
C -1.215 0.657 0.200 -0.9 0.9 0.1 -0.034
C -0.609 -0.728 -0.025 -0.3 -0.2 -0.6 -0.480
C 0.810 -0.732 -0.554 0.1 -0.2 0.3 0.255
C 1.816 -0.485 0.305 0.1 -0.1 0.1 -0.250
N 3.252 -0.355 -0.075 -0.9 0.3 0.3 -0.670
N 0.926 -0.989 -1.866 0.4 -0.1 -0.9 -0.765
N -1.276 0.947 1.705 -0.1 -0.5 0.2 -0.672
H -3.377 1.056 0.403 0.1 -0.1 -0.1 0.234
H -2.679 1.718 -1.059 0.2 0.0 0.1 0.265
H -2.941 -0.008 -0.937 -0.2 -0.1 0.0 0.247
H -0.604 1.461 -0.190 0.5 -0.1 -0.1 0.238
H -1.222 -1.252 -0.757 0.0 0.1 -0.2 0.262
H -0.732 -1.387 0.827 0.3 0.0 0.5 0.261
H 1.666 -0.419 1.368 0.1 0.0 0.0 0.218
H 3.478 0.636 -0.150 0.3 0.2 -0.1 0.450
H 3.490 -0.791 -0.963 0.2 -0.2 0.0 0.445
H 3.826 -0.737 0.675 0.3 -0.3 -0.1 0.462
H 0.137 -1.181 -2.462 -0.2 0.1 0.3 0.429
H 1.789 -1.253 -2.322 0.0 0.2 0.2 0.405
H -1.491 1.912 1.970 0.1 0.1 -0.4 0.460
H -0.398 0.679 2.147 0.1 0.2 0.2 0.435
H -2.014 0.382 2.139 0.0 -0.1 0.0 0.447

[3]
24
Properties=species:S:1:pos:R:3:forces:R:3:nbo_charge:R:1 method="wB97M-V/def2-TZVPD" de_lowest_ev=1.757 total_energy_ev=-11944.993 orbital_gap_ev=8.66 largest_force_ev_per_a=2.97 smiles=CC[C@H](O)C(N)(N)NC homo_ev=-7.73
C -0.524 1.744 0.290 -0.4 -0.1 0.5 -0.434
C -0.286 -1.669 1.664 -0.1 -0.1 -1.1 -0.407
C -1.887 1.152 -0.031 -0.5 0.1 -0.1 -0.609
N -0.352 -1.456 0.219 -0.5 0.0 0.6 -0.674
H -1.159 -1.819 -0.278 0.5 0.6 0.2 0.394
H -0.411 2.666 -0.294 0.2 -0.3 0.0 0.209
H -0.552 2.067 1.340 0.0 0.0 -0.1 0.199
H 0.371 -2.516 1.871 0.1 0.1 0.5 0.180
H -1.294 -1.898 2.021 0.2 0.0 0.1 0.199
H 0.067 -0.775 2.180 0.0 -0.1 0.1 0.188
H -2.661 1.913 0.111 0.1 0.0 0.0 0.201
H -1.951 0.817 -1.069 0.1 -0.1 0.2 0.223
H -2.136 0.320 0.633 0.1 0.1 -0.2 0.206
C 0.544 -0.589 -0.488 0.6 -0.9 -1.4 0.400
N 1.818 -1.237 -0.569 2.2 -0.5 1.1 -0.910
N 0.117 -0.505 -1.853 -2.1 1.8 -1.1 -0.896
C 0.722 0.853 0.114 0.2 0.5 -0.3 0.084
O 1.656 1.555 -0.744 0.1 0.1 0.2 -0.741
H 1.855 2.414 -0.321 -0.2 -0.7 -0.3 0.470
H 2.620 -0.693 -0.871 -0.4 -0.3 0.2 0.385
H 2.000 -2.173 -0.221 -0.4 0.7 0.0 0.384
H -0.035 -1.314 -2.447 0.6 0.2 0.7 0.387
H 0.247 0.379 -2.339 0.0 -0.6 0.3 0.389
H 1.231 0.766 1.081 -0.2 -0.4 -0.1 0.174

[4]
25
Properties=species:S:1:pos:R:3:forces:R:3:nbo_charge:R:1 method="wB97M-V/def2-TZVPD" de_lowest_ev=0.971 total_energy_ev=-13992.502 orbital_gap_ev=9.60 largest_force_ev_per_a=0.27 smiles=CO[C@H](CN)[C@H](N)OCN homo_ev=-8.77
C 0.065 -0.809 2.280 -0.1 0.1 -0.1 -0.252
O -0.860 0.246 2.085 -0.1 0.0 0.0 -0.539
C -1.163 0.631 0.744 0.1 0.0 0.2 0.088
C -2.064 -0.419 0.090 0.1 -0.1 0.1 -0.234
N -2.278 -0.183 -1.326 -0.1 0.1 -0.1 -0.841
C 0.119 0.987 -0.024 0.0 -0.3 0.0 0.221
N -0.122 1.966 -1.062 0.1 0.2 0.0 -0.843
O 0.632 -0.205 -0.596 0.0 0.0 0.0 -0.552
C 1.961 -0.107 -1.056 -0.1 0.1 0.0 0.105
N 2.471 -1.457 -1.114 0.0 -0.1 0.2 -0.832
H -0.072 -1.625 1.571 0.0 0.0 0.0 0.175
H -0.105 -1.181 3.288 0.0 0.0 0.0 0.190
H 1.096 -0.449 2.201 0.0 0.0 0.0 0.158
H -1.724 1.556 0.887 0.0 0.0 -0.2 0.188
H -3.034 -0.364 0.583 0.0 0.0 0.1 0.196
H -1.647 -1.404 0.329 0.0 0.0 -0.1 0.168
H -3.029 -0.765 -1.671 0.1 0.0 0.0 0.357
H -1.442 -0.367 -1.865 0.0 0.0 0.0 0.374
H 0.844 1.330 0.732 0.0 0.1 -0.1 0.148
H 0.750 2.369 -1.386 0.0 0.0 0.0 0.356
H -0.694 2.731 -0.726 -0.1 -0.1 0.0 0.368
H 1.989 0.318 -2.066 0.0 0.0 0.0 0.157
H 2.513 0.569 -0.378 0.0 -0.1 0.0 0.125
H 3.466 -1.471 -1.306 -0.1 0.1 -0.1 0.359
H 2.329 -1.900 -0.213 0.0 0.0 0.0 0.359